[1]
Molecular formula: H28O14
Method: DFT, ωB97M-V with the def2-TZVPD basis set

Geometry as XYZ:
```
42
Properties=species:S:1:pos:R:3:forces:R:3
O -3.5012 -3.6938 0.8314 2.9 1.2 1.7
H -2.5321 -3.4528 0.6660 -1.6 -0.7 -0.6
H -3.4140 -3.3651 1.7670 -1.2 -0.6 -0.9
O -1.0680 0.2308 1.8498 -0.7 2.2 -3.6
H -1.9817 0.5205 2.0364 0.6 -0.5 0.8
H -0.6795 -0.3715 2.3947 0.8 -2.4 2.6
O 4.2252 2.3366 -1.8799 -3.8 -1.2 4.4
H 4.1741 1.9539 -0.8921 1.4 0.8 -3.0
H 3.1921 2.4208 -1.8022 2.4 0.1 -1.6
O 0.5759 1.6859 -2.7140 0.8 -1.3 0.2
H 0.1242 2.4049 -3.1826 0.1 -1.0 -0.4
H 0.7179 0.8019 -3.1821 -0.8 2.5 0.4
O -2.8067 -2.5595 -1.6209 1.8 -1.9 -1.8
H -2.2993 -3.2657 -2.1882 -1.6 2.0 1.7
H -3.3564 -3.0653 -1.0098 -0.2 0.0 -0.1
O 1.3302 -3.7187 -2.2183 -0.8 0.2 -0.1
H 1.0713 -4.5970 -1.8891 1.1 0.7 -0.2
H 2.2742 -3.4398 -2.2652 -0.6 -1.2 0.0
O 3.5206 -2.3535 -2.8703 -0.2 -1.4 -1.8
H 3.0689 -1.6324 -2.5102 -1.1 2.0 0.8
H 4.1938 -2.5408 -2.2581 1.6 -0.3 1.2
O 2.2639 3.7585 0.1453 4.2 2.9 7.1
H 1.8405 3.4744 -0.5369 -3.8 -3.1 -6.8
H 3.1780 3.4411 0.1649 -0.6 0.3 -0.3
O 0.5899 -1.1163 -0.8896 0.3 2.8 4.6
H -0.3458 -1.1021 -0.7488 -1.1 0.4 0.5
H 0.6447 -1.5582 -1.6468 0.7 -3.4 -5.0
O 0.1737 -2.8054 2.2604 -2.0 -2.9 4.6
H 0.2255 -2.2742 1.5639 0.8 3.3 -5.1
H 0.9746 -3.2634 2.4264 1.2 -0.6 -0.2
O 0.9997 -1.3001 4.3244 0.5 -4.1 0.5
H 0.6685 -1.6292 3.4832 -0.2 0.0 0.0
H 0.9634 -0.4070 4.3497 -0.2 4.3 0.0
O -2.6687 3.7779 0.8007 -1.0 2.2 1.1
H -3.4855 4.0220 0.3553 -0.4 -0.5 0.1
H -2.2031 4.6531 0.7193 -0.3 -1.6 0.1
O -2.7350 1.8789 2.5640 -0.6 -0.3 0.0
H -3.0432 2.1956 3.3967 -0.5 0.2 0.9
H -2.0371 2.4851 2.3267 0.1 0.3 -0.4
O -1.0181 3.8990 -0.6942 4.9 1.2 -0.2
H -0.8679 3.0807 -0.1968 -0.6 -0.1 -0.3
H -0.1187 4.3472 -0.4509 -2.3 -0.8 -1.0
```
Forces are in eV/Å.

**LUMO level**: 0.001 Eh
**Highest occupied orbital energy**: -10.20 eV
**Energy above the lowest of the compared OMol25 structures with the same formula, charge and spin**: 133.4 kcal/mol
**Charge**: 0
**HOMO-LUMO gap**: 10.21 eV


[2]
Molecular formula: H28O14
Method: DFT, ωB97M-V with the def2-TZVPD basis set

Geometry as XYZ:
```
42
Properties=species:S:1:pos:R:3:forces:R:3
O 34.7220 43.9890 0.2220 -3.0 -2.8 6.1
H 34.0090 44.4700 0.8060 2.4 -1.4 -1.9
H 34.8390 44.5130 -0.5180 0.0 1.8 -2.1
O 38.1980 48.2980 2.6350 0.2 1.2 -0.1
H 38.5710 49.1680 2.4250 -0.2 -0.1 0.5
H 38.3040 47.8310 1.7860 -0.1 -0.2 0.6
O 38.2910 46.6390 0.7920 3.5 -2.4 -0.6
H 39.1750 46.0330 0.9160 -3.4 2.2 -0.3
H 38.2300 46.8280 -0.1520 0.3 0.0 -0.5
O 31.8540 49.1040 -0.2960 -3.1 3.7 -1.3
H 32.3310 48.3990 0.0360 0.8 -2.3 1.2
H 31.4830 49.6850 0.4220 1.1 -1.0 -1.2
O 33.0750 47.0340 -2.5980 -1.0 -1.1 -0.1
H 33.3860 47.3590 -3.4490 -0.1 0.1 0.0
H 32.3610 46.3710 -2.7890 1.0 1.0 0.0
O 35.5550 47.5820 0.4120 2.2 0.2 1.4
H 34.9080 47.3290 -0.2630 1.1 -0.3 0.4
H 36.4950 47.1630 0.3300 -3.3 0.5 0.0
O 34.4780 47.3800 3.1420 -0.6 -0.3 0.4
H 34.9000 48.0380 3.6900 0.0 0.3 0.5
H 34.9110 47.5240 2.3090 0.5 -0.1 -1.1
O 37.6690 44.4300 1.9010 5.0 -3.2 3.6
H 37.5710 44.8080 1.1190 0.1 2.5 -5.8
H 36.8220 44.5090 2.1360 -5.4 -0.1 2.5
O 33.4500 50.0970 1.3810 3.2 4.4 -2.1
H 34.0840 50.2460 0.5350 -2.1 -0.4 2.9
H 33.3080 49.2050 1.3510 -0.4 -3.5 0.3
O 35.1220 45.7170 -1.1570 0.5 1.1 -2.3
H 36.0070 45.6270 -1.6260 -2.1 1.2 0.1
H 34.3560 46.2940 -1.4590 1.6 -0.9 -1.1
O 37.4080 46.8470 -1.8730 -2.7 3.3 -0.1
H 38.0610 46.7010 -2.5270 1.1 0.0 -1.3
H 36.8410 47.7160 -2.1790 2.1 -3.1 1.1
O 35.9550 49.9540 -0.2720 -1.7 1.8 -2.8
H 36.5600 50.6580 -0.2810 1.4 0.9 0.8
H 36.0190 49.2520 0.3210 0.7 -2.0 2.0
O 32.6580 46.8030 0.1190 -0.6 -3.9 2.9
H 32.1450 46.0030 -0.2850 1.3 2.2 1.2
H 32.7140 46.5700 1.1600 -0.1 0.7 -3.4
O 34.0540 49.6860 -2.1350 -4.6 -3.3 -2.4
H 34.6660 50.1490 -1.6690 2.3 1.7 2.7
H 33.2560 49.3240 -1.6010 2.0 1.5 -0.7
```
Forces are in eV/Å.

**LUMO level**: -0.020 Eh
**Highest occupied orbital energy**: -10.12 eV
**Energy above the lowest of the compared OMol25 structures with the same formula, charge and spin**: 137.8 kcal/mol
**Charge**: 0
**HOMO-LUMO gap**: 9.59 eV


[3]
Molecular formula: H28O14
Method: DFT, ωB97M-V with the def2-TZVPD basis set

Geometry as XYZ:
```
42
Properties=species:S:1:pos:R:3:forces:R:3
H 0.7507 0.4844 0.1519 1.5 1.0 0.1
H 0.0969 -0.7791 0.0331 -0.6 1.1 -0.1
H -1.5944 1.6094 1.6673 0.5 0.3 0.0
H -0.7185 2.2593 0.6153 -0.4 -0.6 0.0
H 3.3443 3.4873 -1.3653 0.4 -0.3 0.4
H 3.4323 2.5038 -0.2243 -1.5 -1.2 1.6
H -2.8531 0.5112 1.1772 -0.9 1.0 0.6
H -1.9795 -0.2247 0.2586 0.4 -0.4 0.6
H 0.2389 -3.3398 -1.8582 -0.4 0.0 0.3
H 1.5507 -4.1991 -1.7378 -1.3 1.2 -1.4
H -3.1931 -1.9482 -1.5948 -1.5 -0.5 0.0
H -2.1020 -1.7333 -2.7214 -0.6 -0.1 2.3
H 4.6528 1.2902 3.8084 -0.6 -0.1 -1.1
H 4.2856 1.7981 2.4096 0.7 2.7 -1.9
H 2.6763 -1.3327 -0.4511 1.6 0.8 0.0
H 1.9911 -2.6553 -0.3570 -0.2 0.9 -0.4
H -0.1127 3.7990 0.4277 -0.2 0.5 0.3
H -0.0303 4.5755 -0.8664 -0.1 0.1 -0.2
H 5.0022 -0.5081 -0.7389 0.3 -0.3 -0.1
H 5.2757 -1.9392 -0.3161 0.1 -1.8 2.6
H -3.4267 0.1736 -0.4745 0.4 -0.6 -0.3
H -4.8555 0.4650 -0.7914 0.0 0.5 0.4
H -0.4026 -2.9241 1.1761 1.1 -1.0 2.4
H 0.8699 -3.2878 2.1289 -0.7 0.2 -0.3
H -2.9932 2.2390 -3.8298 0.9 0.2 0.3
H -3.0203 1.3729 -2.6148 2.1 1.7 -0.8
H -3.8911 -1.0091 2.4195 -1.0 0.4 -1.0
H -2.5059 -1.3222 2.7958 -2.2 -0.3 1.2
O -0.1336 0.1886 0.0805 -0.3 -2.0 -0.3
O -1.4648 2.4440 1.1952 -0.1 0.0 0.3
O 3.9603 2.9860 -0.8019 1.1 1.5 -1.9
O -2.5314 -0.3622 1.0479 2.0 -1.4 -0.4
O 1.0432 -3.5529 -2.3270 1.4 -1.7 0.8
O -2.2819 -1.7849 -1.7232 2.2 0.6 -2.1
O 4.1350 1.1151 2.9883 -0.1 -2.6 3.0
O 1.8260 -1.7087 -0.5455 -1.1 -1.4 0.7
O -0.2540 4.6776 0.0610 0.4 0.0 -0.1
O 5.2768 -1.3874 -1.0415 -0.4 2.2 -2.4
O -4.1404 0.7205 -0.1842 -2.3 0.9 -1.6
O -0.1020 -3.3373 2.0657 -0.4 0.8 -2.0
O -2.3662 2.0033 -3.1108 -3.0 -1.8 0.5
O -3.4555 -1.3675 3.1679 2.8 -0.5 0.5
```
Forces are in eV/Å.

**LUMO level**: -0.022 Eh
**Highest occupied orbital energy**: -10.38 eV
**Energy above the lowest of the compared OMol25 structures with the same formula, charge and spin**: 114.9 kcal/mol
**Charge**: 0
**HOMO-LUMO gap**: 9.79 eV


[4]
Molecular formula: H28O14
Method: DFT, ωB97M-V with the def2-TZVPD basis set

Geometry as XYZ:
```
42
Properties=species:S:1:pos:R:3:forces:R:3
O -1.2831 0.5544 3.7823 0.5 0.3 -0.7
H -0.7261 0.9374 3.0663 -0.7 -0.6 -0.2
H -1.0801 1.2184 4.4373 -0.4 0.1 0.9
O 2.7039 0.5304 0.7433 -1.9 0.1 0.5
H 3.2659 0.1744 1.4003 1.5 -0.5 1.1
H 1.8699 0.0424 0.9893 0.5 0.6 -0.5
O -0.7251 -2.1676 -2.2447 0.2 -1.0 -1.4
H -0.4071 -2.5776 -1.4517 -0.1 0.2 0.6
H -1.3001 -1.4306 -2.0797 -0.5 0.8 0.2
O -0.1951 2.8054 -0.6597 -0.1 -2.1 0.9
H 0.7499 2.6874 -0.8327 0.7 -0.3 -0.6
H -0.3701 3.6924 -0.8047 -0.5 2.7 -0.6
O -2.7061 0.9864 0.5283 0.0 -0.5 -0.3
H -2.9011 0.7454 1.4273 -0.1 0.0 0.7
H -2.7191 1.9344 0.4923 0.0 0.7 0.0
O 2.2479 2.0714 -1.7327 -2.3 0.9 -0.6
H 3.1189 2.0684 -1.4617 3.1 0.7 1.1
H 2.1549 1.1254 -1.8407 -0.9 -1.3 -0.6
O 0.0769 1.7044 1.7483 -0.6 -0.4 0.6
H 0.0259 2.4634 1.1593 0.1 0.3 -0.4
H 0.8669 1.7434 2.2703 0.9 0.3 0.0
O 1.0759 -1.6416 2.2013 0.0 1.4 0.6
H 0.1519 -1.7106 1.9773 -0.7 0.3 -0.2
H 1.3759 -2.4976 1.9833 1.0 -1.4 -0.4
O -0.0901 -0.0276 -0.4107 -0.6 -0.5 1.8
H -0.6001 -0.7376 0.0563 0.5 0.5 -0.8
H -0.3221 0.7334 0.1533 0.3 -0.2 -0.4
O -2.6201 -0.0516 -2.0437 -0.2 0.8 1.0
H -2.3321 0.6584 -2.6507 0.1 -0.7 0.6
H -2.4941 0.2974 -1.1097 -0.2 -0.4 -1.7
O 0.6339 -3.2816 -0.3297 -0.7 1.2 2.4
H 0.5199 -3.7776 0.4883 -0.2 0.0 -0.2
H 1.0349 -3.8606 -0.9187 1.3 -1.7 -1.9
O 0.1249 0.5374 -2.9167 -0.2 1.0 -2.7
H 0.1409 0.4294 -1.9827 -0.3 -0.2 1.3
H -0.0791 1.4684 -3.1067 0.3 -0.5 0.3
O 2.4259 -0.6696 -1.5067 -0.7 -0.7 0.4
H 1.5819 -1.0456 -1.1747 0.2 -0.1 -1.2
H 2.6409 -0.2666 -0.6527 1.0 0.1 -0.1
O -1.5481 -1.9066 0.9823 -0.3 0.3 1.2
H -2.1741 -1.6106 1.6643 0.4 0.0 -0.1
H -2.1131 -2.3466 0.3603 -0.3 -0.5 -0.9
```
Forces are in eV/Å.

**LUMO level**: -0.005 Eh
**Highest occupied orbital energy**: -9.43 eV
**Energy above the lowest of the compared OMol25 structures with the same formula, charge and spin**: 41.8 kcal/mol
**Charge**: 0
**HOMO-LUMO gap**: 9.28 eV


[5]
Molecular formula: H28O14
Method: DFT, ωB97M-V with the def2-TZVPD basis set

Geometry as XYZ:
```
42
Properties=species:S:1:pos:R:3:forces:R:3
H 0.3825 -0.0876 1.4592 -1.0 -1.7 -3.0
H -0.8663 -0.2925 0.6222 0.4 -0.2 -0.4
H 4.4606 -3.2550 -0.0232 -0.1 1.1 -1.1
H 4.2379 -1.7956 -0.4771 -0.7 4.4 1.3
H -4.0489 -1.5738 1.5539 -3.1 -2.1 -2.2
H -3.6083 -0.3369 2.0910 0.9 -1.3 0.3
H -0.4701 -4.6033 -1.0054 1.2 0.3 -1.5
H 0.0054 -4.5425 0.5537 -1.3 -0.2 -2.1
H 3.1586 0.1501 0.8218 0.0 -0.3 0.1
H 4.0451 -1.0922 0.9629 -0.2 -0.4 0.7
H 1.2800 -1.1901 -2.2807 -1.8 -1.3 0.7
H 1.2809 -1.9904 -1.0398 -0.4 -0.3 0.5
H -1.6613 3.4630 -0.5266 1.4 -1.8 0.9
H -2.4128 4.6772 -0.3546 -0.2 0.4 -0.4
H -2.1756 -0.4417 4.1679 1.6 -0.3 -0.4
H -0.8699 -0.9228 3.4596 0.6 -2.2 -2.0
H -3.6621 0.5350 -3.5664 1.5 0.6 -1.3
H -3.7986 0.3288 -2.0753 -0.2 0.1 -0.6
H 2.3527 3.2777 -0.0322 0.1 0.6 -0.5
H 3.6804 3.3575 0.6483 -0.7 1.4 -1.5
H 3.6976 1.0742 -1.1940 1.2 0.0 -0.8
H 5.0153 1.8334 -1.3480 0.2 0.3 0.1
H -2.5178 1.5392 -0.3221 1.1 1.6 -1.1
H -3.3782 1.0733 0.7667 0.3 -0.6 -1.2
H -2.7968 -1.3731 -3.2139 1.1 1.3 -0.1
H -1.7867 -0.9053 -2.2652 1.8 -0.8 3.5
H 0.6714 1.4538 1.9071 3.0 0.6 -1.3
H -0.2686 2.1135 2.8048 -0.3 -1.4 -0.5
O 0.0987 -0.4109 0.5106 0.7 0.6 2.9
O 4.4088 -2.6148 -0.7810 0.9 -5.7 -0.7
O -3.3246 -1.2867 2.0041 2.2 3.2 2.2
O -0.7367 -4.6491 -0.1172 0.0 -0.1 3.6
O 4.0661 -0.1687 0.7425 -0.2 0.8 0.0
O 0.6580 -1.7980 -1.7481 2.1 1.4 -1.6
O -2.0747 4.1014 -1.0510 -1.1 1.5 -0.5
O -1.2013 -0.3054 4.0433 -2.4 2.3 2.7
O -4.2777 0.2942 -2.9211 -2.6 -0.1 2.0
O 3.1409 3.8507 -0.0577 0.7 -2.0 2.0
O 4.5272 1.1065 -1.7283 -1.3 -0.3 0.3
O -2.9680 0.7640 -0.0801 -1.3 -0.9 1.9
O -2.0742 -0.6921 -3.0957 -1.5 -1.1 -3.4
O -0.1889 1.3351 2.1851 -2.6 2.5 2.4
```
Forces are in eV/Å.

**LUMO level**: -0.031 Eh
**Highest occupied orbital energy**: -10.06 eV
**Energy above the lowest of the compared OMol25 structures with the same formula, charge and spin**: 127.3 kcal/mol
**Charge**: 0
**HOMO-LUMO gap**: 9.20 eV


[6]
Molecular formula: H28O18S
Method: DFT, ωB97M-V with the def2-TZVPD basis set

Geometry as XYZ:
```
47
Properties=species:S:1:pos:R:3:forces:R:3
S 15.4200 18.4930 48.2700 0.8 2.9 1.9
O 14.2020 18.8080 49.0400 2.0 -0.2 0.4
O 15.6380 19.5200 47.2890 0.3 2.1 -0.9
O 16.6530 18.3530 49.0940 -1.3 0.4 -0.3
O 15.2430 17.3130 47.5210 -0.6 -4.3 -1.6
O 17.7820 19.2670 45.7030 0.8 -3.3 -0.2
H 17.8650 20.1310 45.4780 1.2 4.3 -1.3
H 16.9300 19.3610 46.0930 -1.4 -0.7 1.3
O 16.6880 16.8980 45.3510 -5.1 -3.1 4.7
H 17.2070 17.5360 45.0320 3.5 4.1 -1.9
H 16.2680 17.3150 46.2760 1.4 -1.8 -2.8
O 15.9960 21.7450 46.0700 4.2 7.5 -2.9
H 15.7860 20.9660 46.3530 -2.8 -6.9 3.0
H 15.3090 22.3320 45.8380 -1.4 0.1 -0.2
O 13.4720 19.5450 45.4830 0.1 -1.5 -1.3
H 13.6780 18.6390 45.0780 -0.4 1.8 0.7
H 14.2230 19.7270 46.0550 0.0 -0.3 0.3
O 18.7740 16.9240 47.9010 5.3 -3.4 -2.2
H 18.0630 17.2310 48.3000 -5.7 3.3 2.6
H 18.8040 16.0760 48.3720 0.6 0.0 -0.4
O 13.6570 15.6730 46.1140 1.0 -1.8 -0.8
H 14.1980 14.8730 45.8680 -1.1 1.1 0.2
H 14.3320 16.1560 46.6010 -0.4 0.5 0.3
O 14.6880 17.2280 43.6150 -1.2 -2.7 5.2
H 15.0240 17.6980 42.9220 2.1 2.1 -2.1
H 15.2870 17.1100 44.5450 -0.7 0.5 -3.7
O 15.3080 14.9090 48.6970 -1.7 1.5 1.2
H 16.0150 14.6840 48.1470 1.8 -0.5 -1.4
H 15.1490 15.8760 48.4630 0.2 -1.6 0.5
O 11.8830 18.6100 48.3130 -1.3 0.1 0.5
H 11.1900 18.8570 48.9440 0.2 -0.2 -0.3
H 12.6960 18.5740 48.8530 -0.6 0.1 -0.8
O 13.4670 17.0200 50.7250 -8.3 -3.1 -5.1
H 14.0970 17.1860 51.2450 7.9 1.9 6.9
H 13.6700 17.5780 49.9940 0.1 0.5 -1.0
O 13.5050 20.8790 50.3800 1.6 -1.6 4.3
H 13.8200 20.0510 49.9950 0.2 -0.1 -0.3
H 13.1380 21.3610 49.7290 -1.9 2.3 -3.6
O 18.7680 20.3120 48.4770 -1.9 0.3 1.0
H 19.3730 19.6170 48.5740 2.3 -1.4 -0.4
H 18.0510 19.7640 48.8890 -0.4 1.2 -0.8
O 15.6650 17.9100 52.3040 -3.6 -2.9 3.2
H 16.3570 18.4330 52.0770 3.4 2.1 -1.2
H 15.8010 17.6150 53.2480 -0.1 0.6 -1.8
O 18.1860 17.9490 50.9690 0.7 3.6 2.2
H 17.5830 18.1910 50.1920 0.4 -0.3 1.2
H 18.3110 18.8610 51.5240 -0.3 -3.3 -2.4
```
Forces are in eV/Å.

**LUMO level**: 0.178 Eh
**Highest occupied orbital energy**: -4.36 eV
**Energy above the lowest of the compared OMol25 structures with the same formula, charge and spin**: 155.4 kcal/mol
**Charge**: -2
**HOMO-LUMO gap**: 9.19 eV


Q: Among the records above, which one has the lowest LUMO level?
A: number 5


Q: Which value of LUMO level does entry 5 give?
A: -0.031 Eh